C5H6O | ωB97M-V/def2-TZVPD

2S+1 = 1
maximum force = 0.0051 Eh/bohr
orbital gap = 9.1562 eV

Geometry (Å):
1 C 1.438 1.156 0.274
2 C 0.390 0.385 -0.017
3 C -1.021 0.690 -0.281
4 C -1.694 -0.458 -0.119
5 O -0.932 -1.555 0.118
6 C 0.430 -1.125 -0.030
7 H 1.426 2.237 0.190
8 H 2.355 0.703 0.642
9 H -1.461 1.668 -0.423
10 H -2.761 -0.650 -0.109
11 H 1.045 -1.562 0.760
12 H 0.784 -1.489 -1.004

Löwdin atomic charge list, values in e, 8 entries: 0.04 -0.31 -0.03 -0.13 -0.06 -0.13 0.06 0.06